DFT (wB97M-V/def2-TZVPD) results for a structure of composition C19H35NO2P2Sn at a distorted geometry.

Geometry (Å):
1 P -0.621 2.281 0.837
2 P -0.663 -1.767 -0.202
3 C 0.560 0.901 0.352
4 C 0.283 -0.242 -0.654
5 H 1.148 0.568 1.218
6 H 1.163 1.604 -0.217
7 H 0.040 0.133 -1.654
8 H 1.177 -0.851 -0.718
9 C 0.211 -2.657 1.078
10 H -0.485 -3.387 1.515
11 H 0.539 -1.994 1.891
12 H 1.081 -3.168 0.639
13 C -1.195 -2.664 -1.659
14 H -0.348 -2.781 -2.353
15 H -2.039 -2.152 -2.149
16 H -1.575 -3.646 -1.337
17 C 0.029 3.215 2.258
18 H -0.807 3.802 2.667
19 H 0.845 3.891 1.954
20 H 0.374 2.529 3.043
21 C -0.784 3.334 -0.648
22 H -1.101 2.753 -1.523
23 H 0.141 3.876 -0.885
24 H -1.586 4.053 -0.433
25 Sn -2.140 0.092 0.412
26 C 2.738 -0.472 -2.132
27 C 3.175 -0.949 -0.946
28 C 4.381 -0.422 -0.242
29 C 4.527 1.124 -0.224
30 C 3.258 1.903 -0.233
31 C 2.667 2.352 -1.360
32 C 3.146 2.006 -2.727
33 C 3.505 0.512 -2.941
34 C -3.495 1.201 1.697
35 H 1.914 -0.938 -2.674
36 H 2.796 -1.868 -0.492
37 H 5.303 -0.822 -0.703
38 H 4.366 -0.797 0.799
39 H 5.070 1.359 0.704
40 H 5.181 1.426 -1.058
41 H 2.946 2.239 0.760
42 H 1.902 3.123 -1.356
43 H 4.046 2.593 -2.993
44 H 2.359 2.293 -3.453
45 H 3.315 0.304 -4.002
46 H 4.583 0.385 -2.775
47 H -4.470 1.059 1.205
48 H -3.153 2.238 1.677
49 H -3.502 0.756 2.705
50 O -4.221 -1.580 -0.831
51 C -4.271 -2.009 0.330
52 C -5.287 -2.955 0.941
53 C -4.915 -3.009 2.415
54 C -3.705 -2.088 2.562
55 O -3.143 -1.752 3.593
56 N -3.358 -1.674 1.285
57 H -6.310 -2.602 0.770
58 H -5.215 -3.939 0.464
59 H -5.735 -2.694 3.071
60 H -4.644 -4.025 2.733

The value obtained for the energy is -1846.9770 Eh. The orbital gap is 5.7780 eV. The relative energy (zero: lowest compared OMol25 entry of this formula, charge and spin) is 0.0 kcal/mol. As for the charge: 0. The calculation puts the molar mass at 490.2 g mol⁻¹.

For reference, the Mulliken charges in units of e are: 0.609, 0.610, 0.827, 0.630, 0.591, -2.078, 0.685, -1.494, -1.262, 0.425, 0.269, 0.431, -1.217, 0.428, 0.328, 0.400, -1.233, 0.347, 0.385, 0.366, -1.203, 0.309, 0.411, 0.411, 0.800, -0.234, -0.087, -1.009, -0.845, -0.145, -0.006, -1.037, -0.911, -1.687, 0.511, 0.432, 0.291, 0.384, 0.448, 0.334, 0.438, 0.317, 0.298, 0.362, 0.459, 0.343, 0.413, 0.508, 0.351, -0.624, 0.479, -0.510, -0.434, 0.039, -0.668, -0.020, 0.295, 0.220, 0.296, 0.228


DFT (wB97M-V/def2-TZVPD) results for a structure of composition C58H54Cl2MoNO4P2S at a distorted geometry.

Geometry (Å):
1 Mo 0.905 0.612 -0.151
2 O -1.244 -0.027 -2.467
3 S -0.419 1.256 -2.290
4 C -1.731 2.455 -1.917
5 C -1.714 3.639 -2.645
6 C -2.705 4.589 -2.478
7 C -3.716 4.353 -1.564
8 C -3.756 3.161 -0.858
9 C -2.787 2.172 -1.031
10 P -2.922 0.498 -0.239
11 C -4.328 -0.082 -1.346
12 C -5.644 0.372 -1.206
13 C -6.636 -0.027 -2.088
14 C -6.345 -0.901 -3.127
15 C -5.050 -1.367 -3.272
16 C -4.055 -0.954 -2.394
17 C -3.899 0.843 1.300
18 C -4.722 -0.178 1.786
19 C -5.393 -0.046 2.990
20 C -5.232 1.102 3.757
21 C -4.381 2.103 3.314
22 C -3.716 1.967 2.101
23 C 1.538 -0.786 -1.733
24 C 2.202 -0.513 -2.939
25 C 2.732 -1.512 -3.738
26 C 2.641 -2.848 -3.357
27 C 1.925 -3.166 -2.217
28 C 1.356 -2.149 -1.450
29 P 0.123 -2.424 -0.136
30 C 0.696 -3.998 0.662
31 C 0.496 -5.272 0.125
32 C 0.965 -6.402 0.779
33 C 1.647 -6.284 1.982
34 C 1.856 -5.026 2.527
35 C 1.383 -3.898 1.872
36 C -1.263 -3.123 -1.144
37 C -1.307 -3.067 -2.535
38 C -2.343 -3.678 -3.232
39 C -3.371 -4.313 -2.551
40 C -3.367 -4.324 -1.163
41 C -2.322 -3.736 -0.469
42 H -0.900 3.812 -3.341
43 H -2.689 5.505 -3.057
44 H -4.495 5.092 -1.407
45 H -4.563 3.011 -0.156
46 H -5.917 1.036 -0.399
47 H -7.643 0.355 -1.964
48 H -7.122 -1.204 -3.819
49 H -4.797 -2.052 -4.073
50 H -3.041 -1.294 -2.536
51 H -4.841 -1.084 1.201
52 H -6.034 -0.845 3.343
53 H -5.758 1.207 4.698
54 H -4.226 2.989 3.918
55 H -3.037 2.740 1.767
56 H 2.311 0.512 -3.269
57 H 3.232 -1.249 -4.664
58 H 3.105 -3.624 -3.955
59 H 1.792 -4.202 -1.929
60 H -0.037 -5.392 -0.810
61 H 0.794 -7.381 0.346
62 H 2.012 -7.168 2.491
63 H 2.383 -4.923 3.468
64 H 1.544 -2.921 2.309
65 H -0.543 -2.534 -3.082
66 H -2.351 -3.637 -4.315
67 H -4.181 -4.782 -3.099
68 H -4.178 -4.798 -0.622
69 H -2.305 -3.774 0.616
70 Cl 0.423 1.013 7.378
71 C 0.340 0.836 5.645
72 C -0.386 -0.220 5.112
73 C -0.425 -0.344 3.732
74 Cl -1.255 -1.718 3.084
75 C 0.185 0.553 2.850
76 O 0.123 0.338 1.534
77 C 0.916 1.651 3.422
78 C 1.648 2.636 2.750
79 O 1.642 3.085 1.497
80 C 0.985 1.733 4.842
81 H -0.888 -0.941 5.739
82 H 2.318 3.241 3.351
83 H 1.554 2.540 5.285
84 C 3.050 -0.365 2.459
85 C 4.185 -0.952 1.629
86 C 3.830 -2.362 1.144
87 C 4.717 -0.114 0.464
88 C 6.060 -0.384 0.219
89 C 6.788 0.221 -0.781
90 C 6.152 1.205 -1.516
91 C 4.823 1.541 -1.325
92 C 4.389 2.778 -2.099
93 C 4.186 3.932 -1.112
94 C 3.210 2.578 -3.052
95 C 4.010 0.820 -0.368
96 N 2.657 0.987 -0.286
97 H 2.968 -0.893 3.412
98 H 2.108 -0.473 1.930
99 H 3.218 0.692 2.670
100 H 5.038 -1.057 2.305
101 H 2.936 -2.331 0.524
102 H 3.651 -3.035 1.987
103 H 4.638 -2.775 0.536
104 H 6.558 -1.108 0.856
105 H 7.821 -0.043 -0.966
106 H 6.715 1.751 -2.265
107 H 5.239 3.054 -2.729
108 H 3.457 3.658 -0.356
109 H 3.845 4.833 -1.630
110 H 5.130 4.157 -0.611
111 H 2.350 2.191 -2.520
112 H 3.484 1.867 -3.834
113 H 2.946 3.524 -3.532
114 C -1.013 4.003 1.905
115 O -0.660 2.796 1.235
116 C 0.583 2.785 0.550
117 C 0.620 3.964 -0.432
118 H -1.895 4.440 1.426
119 H -0.202 4.732 1.893
120 H -1.245 3.766 2.946
121 H 1.331 4.720 -0.100
122 H -0.365 4.420 -0.476
123 H 0.896 3.655 -1.436

The value obtained for the energy is -4667.7055 Eh. The orbital gap (spin up / spin down) is 6.0014 / 6.9707 eV. Its spin multiplicity is 3. The relative energy (zero: lowest compared OMol25 entry of this formula, charge and spin) is 40.6 kcal/mol. As for the charge: -1. The calculation puts the molar mass at 1089.9 g mol⁻¹.

Results of the Mulliken charge analysis, in e, for atoms 1 through 99: -0.902, -0.460, -0.302, 1.025, -0.446, -0.774, -0.820, -0.413, -0.662, 2.042, 0.512, -0.469, -0.813, -0.671, -0.690, -0.186, 0.014, -0.922, -0.611, -0.727, -0.733, 0.285, 0.951, 0.954, -1.008, -1.226, -0.206, -0.340, 1.727, 0.068, -0.466, -0.727, -0.724, -0.921, -0.526, 1.177, -0.869, -0.357, -0.552, -0.757, -0.457, 0.441, 0.366, 0.415, 0.248, 0.262, 0.414, 0.377, 0.477, 0.465, 0.455, 0.414, 0.370, 0.426, -0.337, -0.313, 0.416, 0.375, 0.422, 0.493, 0.413, 0.362, 0.497, 0.862, -0.070, 0.346, 0.356, 0.410, 0.451, -0.264, -0.008, -0.706, 0.965, -0.128, -1.497, 1.881, 1.252, -1.265, -0.339, -1.422, 0.502, 0.439, 0.426, -1.262, 0.602, -1.697, 0.038, -0.968, -1.338, -0.870, 0.645, 0.389, -1.382, -1.058, 0.405, 0.504, 0.614, -0.809, 0.652